No. 1
DFT (the ωB97M-V functional and the def2-TZVPD basis) results for C13H28AlCaCl4Cs2F5IKO13P2S as an isolated structure.

Each line ends with the Löwdin charge.
Cartesian coordinates (Å):
Cs  -6.440  0.793  -0.077  1.731
Cs  5.672  -0.421  -1.806  1.311
I  3.694  -0.330  3.812  1.164
Ca  -1.935  -2.399  2.559  1.552
K  9.772  5.136  6.114  1.030
Cl  2.035  -1.069  -2.166  -0.485
Cl  2.739  -6.065  -1.205  -0.552
Cl  -6.007  -4.951  1.308  0.620
Cl  2.000  -4.271  0.492  0.140
S  1.601  1.650  2.340  0.629
P  1.090  -3.028  1.886  0.527
P  -4.997  1.234  -2.974  0.640
Al  9.604  2.805  2.952  -0.078
F  -1.970  0.778  0.777  -0.620
F  9.937  4.020  1.806  -0.187
F  10.930  1.748  3.083  -0.183
F  8.205  1.939  2.500  -0.161
F  9.326  3.564  4.513  -0.366
O  -3.543  1.434  -2.244  -0.197
O  -6.559  -5.149  2.622  -0.367
O  -5.671  2.448  -2.353  -0.303
O  1.524  2.644  1.333  -0.215
O  0.239  0.794  2.541  -0.190
O  -5.946  -6.191  0.596  -0.336
O  2.022  -3.171  3.254  -0.387
O  -4.262  -0.007  -3.822  -0.173
O  -4.654  -4.415  1.447  -0.458
O  -6.800  -3.989  0.577  -0.392
O  3.906  1.362  1.260  -0.149
O  1.925  2.259  3.598  -0.340
O  -5.629  0.115  -1.929  -0.720
C  -7.143  -1.167  -3.331  -0.037
C  -4.101  0.160  -5.252  -0.261
C  -6.981  -0.286  -2.111  -0.606
C  3.034  0.490  1.929  -0.788
C  2.485  -0.593  0.983  -0.266
C  -3.276  1.385  -5.592  -0.071
C  1.114  -1.194  1.397  -0.443
C  5.282  1.117  1.463  -0.248
C  -3.564  2.926  -0.309  -0.102
C  7.002  -0.717  1.746  -0.087
C  5.780  -0.245  0.840  -0.415
C  0.438  -0.594  2.571  -0.420
C  -3.153  2.730  -1.754  -0.255
H  -8.144  -1.593  -3.368  0.093
H  -7.274  -0.840  -1.221  0.013
H  -5.086  0.219  -5.724  0.109
H  0.867  -0.935  3.511  0.069
H  6.212  -0.116  -0.227  -0.313
H  -2.318  1.358  -5.076  0.095
H  1.493  -3.479  3.978  0.025
H  -3.101  1.440  -6.666  0.085
H  5.646  1.267  2.466  0.070
H  -4.598  2.628  -0.131  -0.040
H  3.176  -1.401  0.811  0.065
H  -3.556  3.514  -2.396  0.103
H  -7.630  0.599  -2.178  0.075
H  -3.787  2.308  -5.285  0.077
H  7.905  -0.205  1.465  0.061
H  -3.612  -0.738  -5.623  0.130
H  -0.573  -1.057  2.528  -0.058
H  -6.986  -0.594  -4.248  0.074
H  -3.447  3.971  -0.015  0.085
H  2.333  -0.136  0.006  0.005
H  0.455  -1.110  0.535  0.108
H  7.120  -1.793  1.708  0.072
H  5.033  -1.067  0.920  0.081
H  6.756  -0.507  2.775  0.038
H  -2.941  2.307  0.351  0.033
H  -6.414  -1.974  -3.322  0.103
H  5.813  1.868  0.885  0.131
H  -2.068  2.787  -1.830  0.130

Computed properties:
E, hartree: -6768.8937
HOMO level, eV: -6.6
Gap between HOMO and LUMO, eV: 3.9
Net charge: 0

No. 2
DFT (the ωB97M-V functional and the def2-TZVPD basis) results for C13H28Br12N3O4P as an isolated structure.

Each line ends with the Löwdin charge.
Cartesian coordinates (Å):
Br  -2.897  5.447  6.407  0.467
Br  -4.404  -0.024  5.593  0.484
Br  1.814  -3.562  0.671  0.506
Br  1.322  -0.503  0.519  0.553
Br  -1.690  1.150  4.101  0.510
Br  -4.735  -4.314  2.414  0.490
Br  -4.305  6.799  9.129  0.466
Br  -4.385  0.593  2.116  0.434
Br  -6.069  5.376  6.700  0.489
Br  -1.884  -4.525  3.969  0.491
Br  3.859  -1.632  2.030  0.517
Br  -4.389  -6.841  4.338  0.520
P  -0.906  -0.414  -4.938  0.636
O  6.246  1.372  6.719  0.088
O  7.058  3.455  5.959  -0.018
O  -0.764  0.874  -4.242  -0.285
O  4.890  3.243  6.378  -0.046
N  -1.108  -1.877  -4.114  -0.298
N  -2.115  -0.567  -6.234  -0.292
N  0.621  -0.873  -5.722  -0.309
C  6.099  2.557  6.365  -0.494
C  -3.848  -4.940  4.086  -1.472
C  -4.468  6.508  7.101  -1.399
C  3.625  2.537  6.361  -0.035
C  -0.700  -3.216  -4.643  -0.102
C  -1.860  -1.921  -2.831  -0.101
C  0.965  -0.191  -6.966  -0.136
C  1.763  -0.983  -4.833  -0.140
C  1.928  -1.884  1.682  -1.566
C  8.429  2.992  6.117  -0.041
C  -2.030  -1.742  -7.241  -0.087
C  -3.661  1.078  4.053  -1.380
C  -3.026  0.413  -6.715  -0.176
H  -1.325  -2.523  -2.096  0.072
H  -3.937  2.103  4.301  -0.050
H  -2.829  -2.415  -2.905  0.073
H  -1.423  -3.875  -4.162  0.078
H  -4.496  7.479  6.607  -0.020
H  1.968  -0.512  -7.248  0.077
H  -2.780  -2.432  -6.855  0.080
H  -2.584  1.263  -7.234  0.078
H  3.745  1.891  5.491  0.090
H  8.729  2.936  7.163  0.094
H  2.647  -1.316  -5.377  0.078
H  8.707  2.065  5.615  0.093
H  2.089  -0.060  -4.352  0.081
H  -1.021  -2.155  -7.235  0.042
H  -4.158  -4.343  4.944  -0.032
H  -3.912  -0.007  -7.192  0.083
H  -3.475  0.925  -5.864  0.072
H  -0.778  -3.468  -5.700  0.056
H  9.033  3.787  5.679  0.089
H  3.488  1.981  7.288  0.093
H  -2.194  -1.343  -8.241  0.075
H  1.536  -1.697  -4.042  0.064
H  0.933  0.897  -6.915  0.079
H  0.324  -3.519  -4.425  0.070
H  1.247  -1.822  2.530  -0.015
H  -1.944  -0.937  -2.371  0.074
H  2.710  3.068  6.100  0.088
H  0.325  -0.359  -7.832  0.063

Computed properties:
E, hartree: -32206.7564
HOMO level, eV: -8.4
Gap between HOMO and LUMO, eV: 7.3
Net charge: 0
ΔE to the lowest compared entry with this formula, charge and spin, kJ/mol: 119.0